{"formula": "C40H49Br2N5O5SiTi", "method": "ωB97M-V/def2-TZVPD", "largest_force_ev_per_a": 3.407, "gap_ev": [5.7, 7.1], "spin_multiplicity": 3, "lumo_energy_ev": [0.20, -0.18], "de_lowest_kj_mol": 0.0, "e_tot_ha": -8490.57231, "symbols": ["Ti", "C", "O", "C", "C", "C", "C", "C", "C", "N", "N", "C", "C", "O", "C", "C", "C", "C", "C", "C", "C", "C", "H", "H", "H", "H", "H", "H", "H", "H", "H", "H", "H", "H", "H", "O", "N", "N", "O", "C", "C", "C", "C", "C", "C", "H", "H", "H", "H", "H", "O", "C", "C", "C", "N", "C", "Br", "C", "H", "H", "H", "H", "C", "C", "C", "C", "Si", "Br", "C", "C", "C", "C", "C", "C", "C", "C", "H", "H", "H", "H", "H", "H", "H", "H", "H", "H", "H", "H", "H", "H", "H", "H", "H", "H", "H", "H", "H", "H", "H", "H", "H", "H", "H"], "positions_angstrom": [[-4.66183, -6.02276, 20.00120], [-6.86609, -3.79664, 21.19743], [-6.59912, -4.99627, 20.56149], [-7.74119, -5.66904, 20.11511], [-9.06142, -5.16359, 20.19276], [-10.11325, -5.95685, 19.78236], [-9.83143, -7.30682, 19.46708], [-8.55888, -7.79984, 19.45575], [-7.43705, -6.96964, 19.73420], [-6.10730, -7.35946, 19.59373], [-6.05411, -8.52263, 18.95713], [-4.87928, -9.03067, 18.53938], [-3.60719, -8.50083, 18.76342], [-3.53056, -7.45131, 19.65404], [-2.39825, -9.03303, 18.24833], [-2.54455, -10.14841, 17.45272], [-3.77471, -10.78383, 17.16898], [-3.89659, -12.02955, 16.51451], [-5.09126, -12.64224, 16.28249], [-6.30208, -12.02759, 16.72355], [-6.27492, -10.84202, 17.39893], [-5.01336, -10.22996, 17.67234], [-5.83890, -3.48698, 21.57411], [-7.56100, -3.90541, 22.03915], [-7.22725, -3.02975, 20.52980], [-9.26574, -4.14942, 20.54801], [-11.08895, -5.60312, 19.61035], [-10.60229, -7.98772, 19.15189], [-8.40017, -8.81777, 19.14434], [-1.45150, -8.64007, 18.49797], [-1.70731, -10.67034, 16.94633], [-3.05723, -12.55348, 16.09075], [-5.11862, -13.66421, 15.96143], [-7.20339, -12.55695, 16.45557], [-7.22697, -10.35292, 17.76898], [-4.25418, -6.05959, 22.01609], [-3.79558, -5.01765, 22.55423], [-3.57099, -4.08986, 21.71051], [-3.78995, -4.24653, 20.43919], [-3.00976, -2.83607, 22.15565], [-3.04549, -1.84681, 21.19512], [-2.40453, -0.63174, 21.47020], [-1.80894, -0.41038, 22.72455], [-1.89902, -1.40773, 23.72078], [-2.54369, -2.58286, 23.47569], [-3.46516, -1.99444, 20.18525], [-2.29524, 0.06787, 20.64903], [-1.32660, 0.57641, 22.88335], [-1.35900, -1.28839, 24.65749], [-2.55909, -3.41461, 24.13243], [-3.60865, -7.04413, 13.95063], [-4.05149, -6.50529, 15.16363], [-5.30378, -6.71039, 15.72527], [-5.55469, -6.17596, 16.99323], [-4.58569, -5.42471, 17.63223], [-3.39256, -5.29625, 17.08244], [-2.04350, -4.40598, 17.99887], [-3.08394, -5.76801, 15.82629], [-4.13978, -7.72259, 13.52491], [-6.00395, -7.36691, 15.32887], [-6.47842, -6.39181, 17.51068], [-2.08608, -5.56820, 15.47347], [-6.66561, -0.13821, 18.17866], [-6.29379, -0.87859, 16.89042], [-5.22320, -1.92048, 17.34582], [-5.63925, -0.06499, 15.81330], [-7.83522, -1.84893, 16.24282], [-8.11662, -3.47237, 17.75815], [-9.35801, -0.75080, 16.49383], [-10.58721, -1.25941, 15.71113], [-9.87710, -0.55122, 17.94228], [-9.00157, 0.59650, 15.78457], [-7.68699, -2.74460, 14.60195], [-6.37123, -3.63020, 14.58878], [-8.85180, -3.78069, 14.49667], [-7.56303, -1.86742, 13.34122], [-5.81848, 0.10496, 18.75850], [-7.18916, -0.80825, 18.79021], [-7.10268, 0.86541, 18.05442], [-4.27478, -1.43591, 17.69328], [-4.88889, -2.61627, 16.60167], [-5.56782, -2.41934, 18.26288], [-4.66810, 0.33335, 16.22100], [-6.22876, 0.82137, 15.44585], [-5.42137, -0.80637, 15.09068], [-10.96792, -2.27762, 16.06628], [-10.36257, -1.30270, 14.64586], [-11.34990, -0.49314, 15.83669], [-10.18652, -1.54829, 18.31089], [-10.73835, 0.07505, 17.90661], [-9.22197, -0.04422, 18.70987], [-8.56396, 0.55003, 14.81460], [-8.26652, 1.12099, 16.47147], [-9.91302, 1.17800, 15.83087], [-6.10293, -4.17947, 15.50498], [-5.50517, -3.00517, 14.39556], [-6.49497, -4.28764, 13.73317], [-8.97381, -4.29574, 15.46253], [-8.58784, -4.54410, 13.75734], [-9.77998, -3.36914, 14.14394], [-6.60522, -1.38424, 13.23270], [-8.32896, -1.14157, 13.26565], [-7.67569, -2.52812, 12.48668]]}